# 1
The following is a quantum chemistry calculation of C16H12CaNO5S2 as an isolated structure at a distorted geometry, from the OMol25 dataset.

Values from the calculation:
relative energy (zero: lowest compared OMol25 entry of this formula, charge and spin): 15.5 kJ/mol
HOMO energy: -4.64 eV
net charge: -1
DFT total energy: -68632.0544 eV

Last column: natural (NBO) charge in e.
Atoms and positions in Å:
1 Ca -0.139 -1.300 -1.088  1.77
2 S 2.562 -2.391 -0.920  -0.41
3 C 1.912 -2.331 0.688  -0.07
4 N 0.632 -2.199 0.996  -0.66
5 C 0.423 -2.143 2.373  0.21
6 C -0.832 -1.982 2.955  -0.24
7 C -0.929 -1.942 4.334  -0.22
8 C 0.215 -2.060 5.134  -0.24
9 C 1.466 -2.213 4.554  -0.22
10 C 1.564 -2.251 3.164  -0.27
11 S 2.938 -2.410 2.119  0.35
12 H -1.702 -1.880 2.317  0.23
13 H -1.901 -1.813 4.795  0.20
14 H 0.126 -2.026 6.212  0.20
15 H 2.345 -2.294 5.183  0.21
16 C -3.774 -3.092 -1.468  -0.72
17 C -2.443 -2.407 -1.385  0.75
18 O -2.377 -1.307 -0.742  -0.82
19 O -1.434 -2.960 -1.928  -0.81
20 H -4.582 -2.362 -1.462  0.22
21 H -3.894 -3.720 -0.580  0.22
22 H -3.830 -3.739 -2.342  0.22
23 O 2.138 2.093 -3.673  -0.66
24 C 1.492 3.038 -2.928  0.41
25 C 1.676 4.395 -3.174  -0.33
26 C 1.031 5.337 -2.386  -0.19
27 C 0.216 4.932 -1.339  -0.27
28 C 0.061 3.572 -1.100  -0.14
29 C 0.672 2.605 -1.889  -0.22
30 C 0.417 1.149 -1.595  0.75
31 O 0.098 0.402 -2.570  -0.78
32 O 0.480 0.765 -0.395  -0.78
33 H 2.692 2.546 -4.308  0.47
34 H 2.330 4.708 -3.981  0.20
35 H 1.180 6.391 -2.589  0.20
36 H -0.283 5.661 -0.713  0.21
37 H -0.545 3.228 -0.270  0.23

Forces on atoms 1 to 6 (eV/Å):
0.7 -0.6 0.0
-0.3 0.0 0.9
-0.2 0.0 -0.4
0.6 -0.1 0.5
-0.3 0.0 -0.9
-0.1 0.0 0.1


# 2
The following is a quantum chemistry calculation of C16H12Cl5N4O4V as an isolated structure, from the OMol25 dataset.

Values from the calculation:
relative energy (zero: lowest compared OMol25 entry of this formula, charge and spin): 76.1 kJ/mol
expectation value of S²: 0.76
HOMO energy (alpha / beta): -3.89 / -3.29 eV
net charge: -1
DFT total energy: -119240.6196 eV
multiplicity: 2

Last column: Mulliken spin population.
Atoms and positions in Å:
1 V -0.341 -0.350 1.187  0.98
2 N 1.913 -0.326 0.790  0.00
3 C 2.294 -1.576 0.102  0.00
4 C 1.423 -2.736 0.615  0.00
5 O 1.916 -3.856 0.777  0.00
6 N 0.178 -2.326 0.826  0.00
7 C -0.743 -3.017 1.724  0.01
8 C -1.363 -1.726 2.275  -0.02
9 O -2.260 -1.152 1.545  0.00
10 O -0.717 -1.100 3.183  -0.01
11 H 2.328 0.485 0.343  0.00
12 H 2.265 -0.338 1.742  0.00
13 H 3.343 -1.841 0.247  0.00
14 H 2.124 -1.446 -0.970  0.00
15 H -0.216 -3.596 2.484  0.00
16 H -1.471 -3.640 1.201  0.00
17 Cl 1.677 1.475 3.455  0.00
18 C 0.379 2.415 2.730  0.03
19 C -0.485 1.786 1.836  -0.03
20 C -1.502 2.618 1.370  0.02
21 Cl -2.689 1.944 0.271  0.00
22 C -1.654 3.957 1.724  0.00
23 Cl -2.943 4.921 1.090  0.00
24 C -0.745 4.532 2.607  0.01
25 Cl -0.891 6.192 3.059  0.00
26 C 0.284 3.748 3.122  0.00
27 Cl 1.408 4.453 4.232  0.00
28 N -0.548 -3.208 -3.456  0.00
29 C -0.540 -1.995 -4.067  0.00
30 O -0.661 -1.870 -5.272  0.00
31 C -0.363 -0.809 -3.169  -0.01
32 C 0.015 0.408 -3.722  0.01
33 C 0.223 1.485 -2.880  0.00
34 C 0.067 1.306 -1.514  0.01
35 N -0.307 0.144 -0.977  -0.03
36 C -0.547 -0.879 -1.798  0.03
37 H -0.593 -4.017 -4.050  0.00
38 H -0.270 -3.330 -2.498  0.00
39 H 0.139 0.481 -4.794  0.00
40 H 0.514 2.453 -3.263  0.00
41 H 0.243 2.112 -0.811  0.00
42 H -0.885 -1.778 -1.298  0.01

Forces on atoms 1 to 6 (eV/Å):
-0.1 0.1 -0.2
0.0 0.0 0.0
0.0 0.0 0.0
0.0 0.0 -0.1
0.0 0.0 0.0
0.0 0.0 0.1